{
  "formula": "C3H11N2O",
  "method": "wB97M-V/def2-TZVPD",
  "elements": ["N", "C", "C", "N", "C", "O", "H", "H", "H", "H", "H", "H", "H", "H", "H", "H", "H"],
  "positions_angstrom": [[-2.181754, 0.551648, -0.552579], [-1.032391, 0.753902, 0.353179], [-0.020491, -0.334406, 0.006615], [0.630335, -0.010028, -1.289786], [1.073086, -0.594966, 1.056929], [2.219015, -1.031585, 0.319822], [-2.901900, 0.033790, -0.050552], [-2.580173, 1.461223, -0.772788], [-1.259453, 0.725598, 1.411055], [-0.608444, 1.729056, 0.122239], [-0.590514, -1.257583, -0.071852], [0.691091, 1.010951, -1.358962], [-0.021116, -0.233074, -2.047961], [1.540993, -0.471669, -1.412400], [0.869433, -1.382899, 1.776189], [1.223638, 0.342881, 1.607837], [2.948639, -1.292840, 0.903010]],
  "forces_ev_per_angstrom": [[0.1, 0.5, 0.6], [0.0, -0.4, -1.0], [-0.1, -0.9, 1.6], [-1.1, 0.5, -0.8], [0.8, 0.4, -0.2], [0.3, 0.3, 0.1], [0.0, 0.0, -0.4], [-0.1, -0.3, 0.0], [-0.1, 0.0, 0.3], [0.2, 0.2, 0.2], [0.1, -0.1, -0.6], [0.6, -0.1, 0.1], [0.1, -0.3, 0.0], [-0.1, 0.1, 0.2], [-0.8, 0.1, 0.0], [0.5, -0.1, 0.0], [-0.4, 0.1, -0.1]],
  "smiles": "NC[C@@H]([NH3+])CO",
  "total_energy_ha": -305.40360,
  "gap_ev": 11.067,
  "mol_weight_da": 91.134,
  "relative_energy_ev": 1.3369,
  "e_homo_ev": -14.225,
  "total_charge": 1,
  "multiplicity": 1
}

***

{
  "formula": "C3H11N2O",
  "method": "wB97M-V/def2-TZVPD",
  "elements": ["C", "C", "N", "C", "N", "H", "H", "H", "H", "H", "H", "H", "H", "H", "H", "H", "O"],
  "positions_angstrom": [[1.481983, 0.849935, -1.423938], [0.125022, 0.052614, -1.841197], [-0.656246, -0.260358, -0.709928], [-1.584173, 0.563430, -0.145902], [-1.848993, 0.655596, 1.114121], [1.426043, 1.883245, -1.763466], [1.594975, 0.913397, -0.341410], [2.319775, 0.318257, -1.872467], [-0.454852, 0.799591, -2.395116], [0.352541, -0.811770, -2.464238], [-0.697407, -1.192456, -0.262742], [-2.064370, 1.325483, -0.759853], [-1.656051, -0.028733, 1.852011], [-2.371350, 1.466239, 1.470967], [1.653599, -2.238485, 3.886255], [0.713666, -2.127129, 2.735348], [1.665837, -2.168854, 2.921554]],
  "forces_ev_per_angstrom": [[0.8, 0.9, 0.7], [-1.3, 0.2, -0.2], [-0.5, -1.7, 0.5], [-0.2, 2.4, 0.4], [-0.3, -0.6, 0.1], [-0.2, -0.2, -0.4], [0.0, -0.4, 0.0], [-0.2, -0.2, -0.1], [0.2, 0.1, -0.2], [0.2, -0.2, 0.4], [1.0, 0.0, -0.5], [0.4, 0.0, -0.2], [0.6, 0.0, -0.2], [-0.3, -0.2, -0.4], [0.4, -0.1, 0.0], [0.4, -0.3, 0.0], [-0.9, 0.3, 0.0]],
  "total_energy_ha": -304.84657,
  "gap_ev": [6.896, 2.823],
  "mol_weight_da": 91.134,
  "relative_energy_ev": 2.9107,
  "s_squared": 0.76,
  "e_homo_ev": [-17.388, -17.360],
  "total_charge": 2,
  "multiplicity": 2
}

***

{
  "formula": "C3H11N2O2",
  "method": "wB97M-V/def2-TZVPD",
  "elements": ["C", "C", "C", "N", "O", "N", "H", "H", "H", "H", "H", "H", "H", "H", "H", "H", "H", "O"],
  "positions_angstrom": [[0.270135, 1.046892, -0.636716], [-0.623140, -0.002480, -0.055604], [-0.802260, 0.358978, 1.439857], [-1.878572, -0.181407, 2.060456], [0.064119, 0.955165, 2.041612], [0.889646, 0.632718, -1.949503], [1.048007, 1.381542, 0.043987], [-0.272728, 1.961351, -0.871671], [-1.601139, -0.047652, -0.530129], [-0.093982, -0.950493, 0.004868], [-2.793733, -0.282235, 1.654731], [-1.815806, -0.182481, 3.066212], [0.242092, 0.574831, -2.739075], [1.445750, -0.234577, -1.849457], [1.551247, 1.353167, -2.249070], [1.130707, -2.733243, -2.257154], [1.912089, -2.559511, -0.923833], [1.677227, -2.121508, -1.750596]],
  "forces_ev_per_angstrom": [[-0.3, 1.0, -0.9], [-0.1, 0.6, 1.2], [0.0, -0.2, 0.0], [0.0, -0.1, 0.2], [0.1, -0.1, -0.1], [0.9, 0.6, -0.1], [0.2, -0.5, 0.0], [-0.2, 0.0, 0.0], [0.1, -0.4, -0.3], [-0.3, -0.3, -0.4], [0.2, -0.2, -0.2], [-0.3, 0.3, 0.1], [-0.2, -0.4, 0.4], [-0.5, -0.4, -0.2], [0.1, 0.0, 0.2], [0.1, -0.1, 0.1], [0.0, -0.1, -0.2], [-0.1, 0.4, 0.1]],
  "total_energy_ha": -380.68226,
  "gap_ev": 10.145,
  "mol_weight_da": 107.133,
  "relative_energy_ev": 0.8604,
  "e_homo_ev": -13.566,
  "total_charge": 1,
  "multiplicity": 1
}

***

{
  "formula": "C3H11N2O2",
  "method": "wB97M-V/def2-TZVPD",
  "elements": ["C", "C", "C", "N", "N", "O", "O", "H", "H", "H", "H", "H", "H", "H", "H", "H", "H", "H"],
  "positions_angstrom": [[-2.509917, 0.218590, 0.207048], [1.311169, 0.618772, -0.551880], [0.912149, -0.854494, -0.371355], [0.883766, -1.820158, -1.140245], [0.457140, -1.057051, 1.003961], [2.158931, 0.885515, 0.531466], [0.120469, 1.336779, -0.472154], [-2.072387, 1.146601, 0.547802], [-2.361165, -0.570386, 0.948216], [-3.579617, 0.348422, 0.108332], [1.816745, 0.767188, -1.517720], [-2.099095, -0.076615, -0.748335], [1.172226, -1.709723, -2.105559], [-0.505821, -0.656768, 1.080736], [0.451753, -2.062373, 1.225224], [1.100085, -0.512222, 1.608643], [2.550292, 1.766454, 0.472675], [0.193269, 2.231465, -0.826848]],
  "forces_ev_per_angstrom": [[-0.2, -0.1, 0.2], [0.1, 0.1, -0.4], [0.5, 1.0, -1.2], [-0.3, -0.6, 0.4], [-0.4, 0.1, 0.6], [0.1, -0.2, 0.1], [0.0, -0.1, 0.0], [0.1, 0.1, 0.0], [-0.1, -0.1, 0.1], [-0.2, 0.0, 0.0], [-0.1, -0.1, 0.2], [0.1, 0.0, -0.2], [0.1, 0.4, 0.0], [0.5, -0.2, 0.1], [0.0, 0.3, 0.0], [-0.3, -0.3, 0.0], [0.0, -0.1, 0.0], [0.1, -0.1, -0.1]],
  "total_energy_ha": -380.62480,
  "gap_ev": 12.251,
  "mol_weight_da": 107.133,
  "relative_energy_ev": 2.4239,
  "e_homo_ev": -15.566,
  "total_charge": 1,
  "multiplicity": 1
}

***

{
  "formula": "C3H11N2O2",
  "method": "wB97M-V/def2-TZVPD",
  "elements": ["O", "C", "N", "C", "N", "C", "H", "H", "H", "H", "H", "H", "H", "H", "H", "H", "H", "O"],
  "positions_angstrom": [[0.105203, -0.574132, 2.381797], [0.220300, -1.275469, 1.392292], [0.186635, -2.603028, 1.354534], [0.555638, -0.561413, 0.084526], [0.363553, 0.886780, 0.279847], [-1.094305, 1.380367, 0.373759], [0.005049, -3.158500, 2.160830], [0.291992, -3.146692, 0.503362], [1.621486, -0.729327, -0.090118], [0.049608, -0.895616, -0.818852], [0.759682, 1.437568, -0.493547], [0.711356, 1.283499, 1.146892], [-1.099477, 2.349128, -0.134825], [-1.269271, 1.435296, 1.436695], [-1.816358, 0.884002, -0.268904], [0.608250, 0.442728, -3.060363], [-0.153598, 1.756306, -3.445982], [-0.045743, 1.088502, -2.801944]],
  "forces_ev_per_angstrom": [[-0.2, -0.3, 0.0], [0.1, 0.8, 0.2], [0.0, -0.8, -1.0], [0.9, -0.2, 0.1], [-1.7, 1.3, -1.2], [0.6, 0.8, -0.9], [-0.1, 0.0, 0.7], [0.0, 0.5, 0.2], [0.0, 0.1, 0.0], [-0.4, 0.1, 0.2], [0.1, -0.6, 0.0], [0.8, -0.8, 0.4], [0.2, 0.3, 0.7], [-0.8, -0.1, 0.0], [0.3, -1.0, 0.5], [0.2, 0.1, -0.7], [0.1, 0.9, -1.3], [-0.2, -1.0, 2.2]],
  "total_energy_ha": -380.66827,
  "gap_ev": 11.422,
  "mol_weight_da": 107.133,
  "relative_energy_ev": 1.2408,
  "e_homo_ev": -14.533,
  "total_charge": 1,
  "multiplicity": 1
}

***

{
  "formula": "C3H11N2OS",
  "method": "wB97M-V/def2-TZVPD",
  "elements": ["N", "C", "C", "S", "C", "N", "H", "H", "H", "H", "H", "H", "H", "H", "H", "H", "H", "O"],
  "positions_angstrom": [[-0.600013, -0.203817, -1.633159], [-0.043350, -0.230372, -0.283536], [1.090970, 0.930903, -0.306577], [2.527808, 0.458846, -1.252427], [-1.163349, 0.157665, 0.764940], [-2.634256, 0.008885, 0.309792], [0.267864, -0.339413, -2.212769], [-0.893643, 0.793480, -1.880002], [0.187958, -1.281838, 0.063610], [1.443729, 1.192809, 0.621320], [0.434034, 1.809763, -0.610888], [-1.039573, 1.218947, 0.913997], [-1.016942, -0.270966, 1.763900], [-2.880094, 0.950143, -0.174866], [-2.673868, -0.671838, -0.431467], [2.181765, -1.396631, 2.237809], [2.607861, -1.216848, 0.740421], [2.203097, -1.909726, 1.369900]],
  "forces_ev_per_angstrom": [[0.4, 0.4, -1.3], [-0.8, 0.9, 1.4], [-2.4, -1.6, -1.1], [0.3, 0.0, -0.5], [-1.0, 0.7, -1.2], [0.9, 2.4, 0.0], [-1.0, 0.1, 0.3], [0.6, -1.7, 0.7], [0.8, 1.2, -1.1], [0.5, 0.4, 2.7], [1.0, -0.6, -0.2], [-0.1, 0.6, 0.2], [0.0, -0.4, -0.4], [0.5, -2.3, 1.0], [0.2, -0.2, -0.3], [0.0, -1.1, -1.7], [-0.8, -1.1, 0.5], [0.9, 2.3, 1.0]],
  "total_energy_ha": -703.84291,
  "gap_ev": 6.907,
  "mol_weight_da": 123.201,
  "relative_energy_ev": 1.1207,
  "e_homo_ev": -3.014,
  "total_charge": -1,
  "multiplicity": 1
}

***

{
  "formula": "C3H11N2S",
  "method": "wB97M-V/def2-TZVPD",
  "elements": ["C", "C", "C", "N", "N", "S", "H", "H", "H", "H", "H", "H", "H", "H", "H", "H", "H"],
  "positions_angstrom": [[-0.505769, -1.722099, 1.407370], [1.175224, -0.111611, 0.226576], [0.131164, 1.494899, -1.060108], [-1.093584, 0.762485, -1.271120], [0.037161, -1.204256, 0.160563], [0.112426, 2.981019, -0.093546], [0.086564, -1.513738, 2.319795], [-1.571277, -1.447094, 1.602543], [-0.565860, -2.880537, 1.368869], [2.122507, -0.416570, -0.150945], [1.368489, 0.215117, 1.187366], [0.766748, 1.484812, -1.921703], [-1.870700, 0.952187, -0.588796], [-1.363753, 0.705929, -2.185942], [0.369701, -1.953763, -0.405588], [-0.707969, -0.534108, -0.390859], [1.508926, 3.187329, -0.204474]],
  "forces_ev_per_angstrom": [[-1.3, -2.7, 1.9], [-2.7, 0.0, -2.6], [0.1, -2.5, 2.0], [1.0, 1.3, 4.5], [1.1, 3.8, -0.2], [1.4, -0.1, -0.4], [-0.2, 0.3, -0.8], [1.0, 0.3, -0.4], [0.3, 1.9, -0.2], [0.3, -0.7, -1.0], [-0.5, 0.9, 2.1], [0.2, 0.0, -0.3], [0.9, 0.3, -1.3], [-1.0, -0.3, -2.7], [0.0, -0.5, -0.7], [1.0, -1.7, 0.0], [-1.7, -0.2, 0.1]],
  "total_energy_ha": -628.24118,
  "gap_ev": 9.304,
  "mol_weight_da": 107.202,
  "relative_energy_ev": 3.7002,
  "e_homo_ev": -12.559,
  "total_charge": 1,
  "multiplicity": 1
}